Entry 1:
109
Properties=species:S:1:pos:R:3:lowdin_charge:R:1 method="wB97M-V/def2-TZVPD" homo_ev="-11.79 / -11.79" spin_multiplicity=1 charge=+2
Ir 0.7542 -0.6706 -1.4112 1.19
C -6.4198 11.3103 -0.9800 -0.06
O -6.1662 10.4698 -2.0873 -0.05
C -5.5021 9.3273 -1.9269 -0.26
C -5.1890 8.6242 -3.1076 0.03
C -4.4902 7.4473 -3.0572 -0.01
C -4.0656 6.9275 -1.8256 -0.17
C -4.3964 7.6130 -0.6501 -0.02
C -5.1044 8.7918 -0.6919 0.00
C -3.3092 5.7052 -1.7867 -0.24
N -3.2227 4.8130 -2.7546 0.20
C -2.4242 3.8281 -2.2902 -0.16
C -1.9917 4.1369 -0.9896 -0.13
N -2.5806 5.3247 -0.6861 0.19
C -1.1209 3.3109 -0.2464 -0.06
C -0.7023 3.5646 1.0677 0.04
C 0.1586 2.6792 1.6708 -0.01
C 0.5860 1.5646 0.9534 -0.14
N 0.1957 1.2936 -0.2771 -0.01
C -0.6603 2.1305 -0.8889 -0.15
C -1.1317 1.7737 -2.2034 -0.15
N -0.6977 0.6104 -2.7232 0.01
C -1.1283 0.2345 -3.9115 -0.10
C -2.0209 0.9936 -4.6708 0.00
C -2.4742 2.1931 -4.1725 0.05
C -2.0285 2.6096 -2.9105 -0.05
H -6.8404 12.2239 -1.3957 0.10
H -5.4945 11.5373 -0.4446 0.10
H -7.1437 10.8646 -0.2926 0.10
H -5.5183 9.0451 -4.0435 0.13
H -4.2440 6.9047 -3.9551 0.12
H -4.1330 7.2049 0.3152 0.11
H -5.3687 9.2784 0.2335 0.11
H -2.4535 5.8704 0.1496 0.16
H -1.0612 4.4354 1.5933 0.13
H 0.5034 2.8286 2.6808 0.12
H 1.2530 0.8466 1.4129 0.08
H -0.7558 -0.7126 -4.2777 0.12
H -2.3331 0.6381 -5.6399 0.12
H -3.1612 2.8203 -4.7170 0.13
C 3.7350 -3.4260 6.3517 -0.40
S 2.4379 -4.6013 5.8868 0.81
C 1.4105 -3.5525 4.7961 -0.49
C 1.8491 -3.6685 3.3385 -0.24
C 1.1507 -2.6096 2.4789 -0.27
N 1.3917 -2.7696 1.0420 -0.43
P 2.4336 -1.7158 0.1339 0.98
C 3.7186 -1.3006 1.3854 -0.33
C 4.5007 -2.3197 1.9293 -0.09
C 5.4370 -2.0329 2.9067 -0.05
C 5.6189 -0.7261 3.3369 -0.04
C 4.8844 0.2960 2.7603 -0.06
C 3.9420 0.0135 1.7852 -0.10
C 3.3903 -2.9063 -0.8694 -0.38
C 3.0337 -4.2271 -1.0883 -0.10
C 3.7892 -5.0345 -1.9183 -0.04
C 4.9146 -4.5246 -2.5438 -0.04
C 5.2912 -3.2088 -2.3178 -0.06
C 4.5323 -2.4000 -1.4921 -0.13
P 0.2021 -3.4176 -0.0095 1.03
C -0.5336 -4.7134 1.0420 -0.35
C -1.6949 -4.5160 1.7820 -0.09
C -2.1768 -5.5411 2.5778 -0.06
C -1.5276 -6.7663 2.6149 -0.05
C -0.3823 -6.9708 1.8612 -0.06
C 0.1078 -5.9480 1.0707 -0.10
C -1.1045 -2.1333 -0.1901 -0.42
C -1.3257 -1.0780 0.7058 -0.11
C -2.4279 -0.2554 0.5405 -0.07
C -3.3095 -0.4690 -0.5063 -0.03
C -3.1121 -1.5303 -1.3795 -0.04
C -2.0181 -2.3616 -1.2240 -0.08
H 4.4610 -3.9765 6.9392 0.03
H 3.3065 -2.6330 6.9567 0.04
H 4.2080 -3.0180 5.4640 0.01
H 1.4870 -2.5280 5.1592 0.08
H 0.3865 -3.9022 4.9240 0.07
H 1.5968 -4.6631 2.9682 0.10
H 2.9296 -3.5410 3.2715 0.07
H 1.5016 -1.6177 2.7859 0.11
H 0.0768 -2.6741 2.6769 0.10
H 4.3800 -3.3326 1.5692 0.12
H 6.0306 -2.8312 3.3279 0.12
H 6.3417 -0.5060 4.1076 0.12
H 5.0504 1.3163 3.0727 0.11
H 3.3963 0.8251 1.3234 0.09
H 2.1424 -4.6279 -0.6193 0.04
H 3.5013 -6.0614 -2.0716 0.12
H 5.4962 -5.1543 -3.1997 0.12
H 6.1802 -2.8139 -2.7863 0.11
H 4.8322 -1.3741 -1.3114 0.11
H -2.2114 -3.5679 1.7425 0.10
H -3.0637 -5.3860 3.1730 0.11
H -1.9223 -7.5671 3.2203 0.11
H 0.1191 -7.9261 1.8846 0.12
H 0.9871 -6.1059 0.4604 0.10
H -0.6739 -0.9172 1.5509 0.09
H -2.6076 0.5497 1.2379 0.12
H -4.1597 0.1824 -0.6368 0.12
H -3.8270 -1.7097 -2.1670 0.12
H -1.8352 -3.1867 -1.8971 0.12
N 2.3323 -0.7564 -3.3044 0.01
N 1.9962 -1.9042 -4.0576 0.02
C 1.2628 -2.9604 -3.4861 -0.73
O 1.2239 -4.0215 -4.0606 0.10
O 0.6476 -2.6594 -2.4002 -0.26
H 2.2509 0.0721 -3.8951 0.11
H 3.2927 -0.8188 -2.9512 0.08
H 2.6103 -2.1794 -4.8166 0.16

=====

Entry 2:
10
Properties=species:S:1:pos:R:3:lowdin_charge:R:1 method="wB97M-V/def2-TZVPD" homo_ev=-10.31 spin_multiplicity=1 de_lowest_kj_mol=73.78 smiles="C[C@@H](Cl)C=O"
C -0.9642 -0.7083 -0.2249 -0.08
C 0.5073 -0.3273 0.2110 -0.66
C 0.4743 1.1788 0.2491 -0.38
H -1.0825 -0.2668 -1.2491 0.09
H -1.2543 -1.7302 -0.1506 0.06
H -1.5558 -0.0948 0.4883 0.08
H 0.9429 -0.7689 1.0661 0.09
H 1.3539 1.4973 -0.3347 0.08
O -0.1515 1.8237 1.0005 0.11
Cl 1.7298 -0.6036 -1.0557 0.61

=====

Entry 3:
15
Properties=species:S:1:pos:R:3:lowdin_charge:R:1 method="wB97M-V/def2-TZVPD" homo_ev=-9.99 spin_multiplicity=1 de_lowest_kj_mol=198.15 smiles="CN1CC1.N=C=O"
N 1.4906 -0.0930 -2.0364 0.17
C 1.7499 -1.2169 -2.3949 -0.42
O 2.0511 -2.2666 -2.8350 0.11
C 0.5063 0.6519 1.5795 -0.09
N -0.0834 0.3720 0.2800 -0.23
C -1.4606 0.7864 0.0767 -0.13
C -1.1187 -0.6479 0.2346 -0.14
H 1.3463 -0.0292 1.7447 0.09
H 0.9791 0.1993 -1.1843 0.04
H -0.2141 0.5298 2.4038 0.08
H 0.8817 1.6791 1.5884 0.09
H -1.9589 1.2809 0.9097 0.11
H -1.6899 1.1884 -0.9067 0.11
H -1.3844 -1.1316 1.1737 0.11
H -1.0950 -1.3026 -0.6338 0.10

=====

Entry 4:
8
Properties=species:S:1:pos:R:3:lowdin_charge:R:1 method="wB97M-V/def2-TZVPD" homo_ev="-7.52 / -8.73" spin_multiplicity=3
H -0.8078 -0.8058 2.3209 -0.01
C 0.2346 0.8950 -0.9662 -0.20
C 0.5422 0.0641 0.1170 -0.27
O -0.7310 -1.2972 1.5043 -0.53
Pt -1.2401 -0.8453 -0.0798 0.87
H 0.1514 1.9843 -0.8334 0.04
H 0.4064 0.5490 -1.9949 0.03
H 1.4444 -0.5440 -0.0678 0.06

=====

Entry 5:
116
Properties=species:S:1:pos:R:3:lowdin_charge:R:1 method="wB97M-V/def2-TZVPD" homo_ev="-12.17 / -12.17" spin_multiplicity=5 charge=+2 de_lowest_kj_mol=66.59
Ir 0.3675 -0.1142 0.0902 1.04
C -0.1601 -4.2651 -0.5683 -0.12
C -0.8492 -3.8493 0.7333 -0.51
C -0.9835 -5.0419 1.6758 -0.09
P -0.0313 -2.3037 1.3935 1.04
C -0.6373 -2.0284 3.1458 -0.51
C 0.1204 -2.8547 4.1798 -0.08
C -2.1561 -2.1860 3.2429 -0.10
C 1.7575 -2.6016 1.5819 -0.29
C 2.4485 -3.8002 1.5543 -0.02
C 3.8364 -3.8270 1.6723 -0.24
C 4.5850 -5.1173 1.6941 -0.03
C 4.5174 -2.6152 1.7988 -0.01
C 3.8483 -1.4116 1.8859 -0.03
C 2.4573 -1.3881 1.7864 -0.36
N 1.6790 -0.2526 1.8620 -0.07
C 1.5307 0.4528 2.9925 -0.30
C 2.2824 0.2064 4.1670 0.03
C 1.9794 0.8432 5.3431 0.01
C 0.8908 1.7152 5.4465 -0.22
C 0.5506 2.3784 6.7318 -0.02
C 0.1411 1.9669 4.2947 -0.03
C 0.4608 1.3921 3.0808 -0.28
P -0.4632 1.7135 1.5473 1.02
C -0.1476 3.5311 1.1935 -0.49
C -0.3684 4.4919 2.3590 -0.09
C 1.2950 3.6476 0.6929 -0.10
C -2.2884 1.4064 1.8800 -0.51
C -3.1146 2.4338 2.6429 -0.09
C -2.9376 1.1465 0.5180 -0.13
H -0.8724 -4.7843 -1.2066 0.08
H 0.6713 -4.9369 -0.3745 0.08
H 0.2179 -3.3939 -1.1010 0.03
H -1.8574 -3.4902 0.4826 0.11
H -0.0312 -5.3286 2.1118 0.07
H -1.3570 -5.8904 1.1047 0.09
H -1.6893 -4.8592 2.4783 0.06
H -0.4090 -0.9734 3.3367 0.07
H -0.0660 -3.9186 4.0704 0.07
H -0.1913 -2.5569 5.1781 0.09
H 1.1915 -2.6815 4.1022 0.07
H -2.4408 -3.2101 3.4634 0.07
H -2.6437 -1.8897 2.3150 0.07
H -2.5443 -1.5649 4.0486 0.09
H 1.9165 -4.7328 1.4516 0.10
H 4.0118 -5.9302 1.2523 0.09
H 4.8147 -5.3829 2.7275 0.10
H 5.5298 -5.0174 1.1658 0.09
H 5.5959 -2.6191 1.8310 0.13
H 4.3936 -0.4873 2.0115 0.13
H 3.0937 -0.5047 4.1391 0.12
H 2.5813 0.6518 6.2169 0.13
H 0.9205 1.8091 7.5789 0.09
H -0.5212 2.5266 6.8408 0.09
H 1.0193 3.3617 6.7640 0.10
H -0.7130 2.6214 4.3616 0.10
H -0.8444 3.7878 0.3854 0.11
H 0.3036 4.2676 3.1805 0.07
H -1.3904 4.4842 2.7212 0.06
H -0.1512 5.5060 2.0279 0.10
H 1.9939 3.4611 1.5081 0.09
H 1.4844 4.6490 0.3078 0.10
H 1.5082 2.9290 -0.0973 0.05
H -2.2807 0.4707 2.4527 0.08
H -3.2040 3.3629 2.0848 0.08
H -2.7119 2.6377 3.6292 0.06
H -4.1215 2.0413 2.7721 0.09
H -3.0097 2.0767 -0.0433 0.07
H -3.9411 0.7519 0.6575 0.09
H -2.3528 0.4266 -0.0622 0.03
C 3.6426 -0.3355 -1.5614 -0.04
O 2.4113 0.3643 -1.6257 -0.17
C 2.1985 1.1706 -2.7113 -0.21
C 3.0762 1.3239 -3.7758 -0.05
C 2.7738 2.2205 -4.8000 -0.65
Br 3.9818 2.4062 -6.2583 0.79
C 1.6040 2.9516 -4.8022 -0.05
C 0.6900 2.7680 -3.7679 -0.08
C 0.9937 1.8932 -2.7194 -0.19
O 0.1616 1.7498 -1.6385 -0.11
C -0.5574 3.5118 -3.7729 -0.27
N -0.7029 4.7226 -4.2308 0.20
C -2.0042 5.0703 -4.0215 -0.22
C -2.7008 6.2400 -4.3245 0.00
C -4.0388 6.2839 -3.9982 -0.08
C -4.6887 5.2129 -3.3748 -0.08
C -4.0208 4.0407 -3.0702 -0.03
C -2.6809 3.9902 -3.4026 -0.20
N -1.7260 3.0152 -3.2139 0.14
H 3.7321 -1.0712 -2.3649 0.11
H 3.6450 -0.8528 -0.6048 0.07
H 4.4879 0.3537 -1.5976 0.11
H 4.0021 0.7736 -3.8236 0.10
H 1.3776 3.6514 -5.5885 0.12
H -0.4741 2.4818 -1.6207 0.09
H -2.2069 7.0687 -4.8005 0.12
H -4.6164 7.1612 -4.2431 0.11
H -5.7356 5.2972 -3.1266 0.11
H -4.5138 3.1941 -2.6154 0.10
H -1.9351 2.0507 -3.0031 0.16
N -0.2687 -1.0250 -1.8101 0.07
C -0.4499 -1.6318 -2.7829 -0.22
N -0.6741 -2.2769 -3.8688 -0.07
C 0.1501 -3.3891 -4.3280 -0.08
C -0.7226 -4.6479 -4.4439 -0.17
O -1.8457 -4.4144 -5.2504 -0.10
C -2.6583 -3.4064 -4.7121 -0.18
C -1.8969 -2.0760 -4.6379 -0.08
H 0.9735 -3.5627 -3.6345 0.13
H 0.5497 -3.1374 -5.3167 0.14
H -1.0391 -4.9690 -3.4397 0.11
H -0.1556 -5.4491 -4.9181 0.14
H -3.0048 -3.6898 -3.7059 0.13
H -3.5161 -3.3095 -5.3768 0.14
H -2.5130 -1.3108 -4.1651 0.13
H -1.6218 -1.7554 -5.6479 0.14

=====

Entry 6:
8
Properties=species:S:1:pos:R:3:lowdin_charge:R:1 method="wB97M-V/def2-TZVPD" homo_ev=-7.60 spin_multiplicity=1 de_lowest_kj_mol=245.31
C -0.3334 0.3740 0.0099 -1.02
C 2.1740 -0.7546 0.0105 -0.44
F 3.4563 -0.8839 -0.0525 0.05
S 1.4832 0.7933 0.1605 0.98
S -0.8728 -1.3633 0.0895 0.29
H -0.7100 1.1026 0.8172 0.03
H -0.6296 0.8344 -1.0520 0.07
H 1.6979 -1.7322 0.0947 0.04